No. 1
{"formula": "C4H7NO2", "method": "the ωB97M-V functional and the def2-TZVPD basis", "symbols": ["O", "C", "N", "C", "O", "C", "C", "H", "H", "H", "H", "H", "H", "H"], "positions_angstrom": [[-1.469, -0.760, -1.813], [-0.673, -0.316, -1.025], [0.696, -0.472, -1.278], [1.738, 0.211, -0.702], [2.854, 0.159, -1.165], [-1.065, 0.414, 0.226], [-0.575, -0.172, 1.559], [0.856, -0.970, -2.129], [1.610, 0.755, 0.237], [-2.136, 0.588, 0.244], [-0.756, 1.461, 0.217], [-0.586, 0.622, 2.303], [-0.971, -1.093, 1.874], [0.479, -0.425, 1.454]], "nbo_charge": [-0.5543, 0.6950, -0.6551, 0.5203, -0.5595, -0.5249, -0.5985, 0.4249, 0.1388, 0.2439, 0.2299, 0.2199, 0.2211, 0.1986], "gap_ev": 11.026, "smiles": "CCC(=O)NC=O", "total_charge": 0, "relative_energy_kcal_mol": 11.7}


No. 2
{"formula": "C4H7NO2", "method": "the ωB97M-V functional and the def2-TZVPD basis", "symbols": ["C", "C", "C", "O", "C", "O", "N", "H", "H", "H", "H", "H", "H", "H"], "positions_angstrom": [[-1.107, -1.142, 0.474], [-0.726, 0.021, -0.436], [-0.901, 1.399, 0.156], [-1.582, 1.557, 1.139], [1.003, 0.220, -0.313], [1.048, 1.131, 0.514], [2.261, -0.281, -0.572], [-0.503, -1.102, 1.381], [-2.161, -1.173, 0.782], [-0.899, -2.064, -0.075], [-1.424, 0.018, -1.311], [-0.582, 2.215, -0.530], [2.596, -0.980, -1.209], [2.977, 0.180, 0.000]], "nbo_charge": [-0.6251, -0.3079, 0.4366, -0.5806, 0.6643, -0.6047, -0.8207, 0.2232, 0.2378, 0.2087, 0.2365, 0.1149, 0.4030, 0.4139], "gap_ev": 9.782, "smiles": "C[C@@H](C=O)C(N)=O", "total_charge": 0, "relative_energy_kcal_mol": 61.5}